ORCA calculation (ωB97M-V with the def2-TZVPD basis set) on 6 unconnected molecules or ions with the total composition C46H56BBrFN2O26P at a distorted geometry.

Computed properties:
calculated total energy = -187550.2056 eV
relative energy (zero: lowest compared OMol25 entry of this formula, charge and spin) = 0.000 eV
E_LUMO = -1.63 eV
SMILES = CC[C@@](OC(N)N)([C@H](CCC(C)C)O[C@](CCF)(CCCO)B(O)O)P(O)Br.O=C1C=C(O)C(=O)C=C1O.O=C1C=C(O)C(=O)C=C1O.O=C1C=C(O)C(=O)C=C1O.O=C1C=C(O)C(=O)C=C1O.O=C1C=C(O)C(=O)C=C1O
HOMO = -8.40 eV
HOMO-LUMO gap = 6.8 eV

```
134
C46H56BBrFN2O26P | the OMol25 dataset | ωB97M-V with the def2-TZVPD basis set
C -2.27717 5.91021 -1.42012
C -1.95552 5.32283 -2.80181
C -1.72331 3.80655 -2.90121
O -1.18808 3.32612 -4.13826
C -1.27834 4.12355 -5.30166
N -2.61420 4.34455 -5.80933
N -0.50785 3.34857 -6.29023
C -0.72958 3.23623 -1.82971
C -1.44205 2.85084 -0.50352
C -0.50918 2.59712 0.69621
C 0.11968 1.18091 0.86160
C -0.26727 0.12476 -0.17951
C 1.65435 1.31277 1.00822
O 0.24960 4.19466 -1.51231
C 1.50997 4.25073 -2.18420
C 1.63105 5.65985 -2.85697
C 1.35231 6.81025 -1.89564
F 2.57040 7.42046 -1.56287
C 1.89448 3.23083 -3.25981
C 2.15215 1.77756 -2.80822
C 2.08547 0.88641 -4.05856
O 3.09724 1.37907 -4.94680
B 2.66949 4.27854 -1.06343
O 2.43252 4.81960 0.19531
O 3.97255 3.80777 -1.29724
P -3.45969 3.01069 -2.89134
O -4.20873 3.45798 -1.45603
Br -3.15993 0.74619 -2.80230
H -3.31564 5.78224 -1.11973
H -1.61980 5.57563 -0.62416
H -2.13115 6.99351 -1.49261
H -1.09699 5.86719 -3.19456
H -2.79487 5.58693 -3.45538
H -0.73142 5.06783 -5.24844
H -2.98266 5.26357 -5.62761
H -3.25944 3.60397 -5.57881
H -0.14917 3.99982 -6.97298
H -1.13378 2.69566 -6.74025
H -0.38275 2.29363 -2.25735
H -2.08251 1.97252 -0.62916
H -2.11933 3.64003 -0.18201
H 0.29036 3.33379 0.76916
H -1.12098 2.77867 1.58756
H -0.20301 0.78641 1.83129
H -0.29920 0.47161 -1.21027
H -1.27809 -0.22244 0.05346
H 0.38554 -0.74233 -0.05254
H 1.93290 2.05402 1.76068
H 2.04880 0.33672 1.31249
H 2.15029 1.55698 0.06512
H 1.07039 5.71456 -3.79310
H 2.68711 5.75766 -3.13541
H 0.90306 6.49348 -0.95508
H 0.73598 7.59519 -2.34080
H 2.83926 3.56699 -3.68801
H 1.20833 3.18132 -4.11090
H 3.16574 1.64046 -2.42204
H 1.45895 1.41999 -2.05036
H 1.12842 1.07974 -4.55993
H 2.22594 -0.17002 -3.82378
H 3.42290 0.65381 -5.48402
H 2.83060 4.20730 0.82811
H 4.54449 4.56065 -1.49615
H -4.38593 2.63644 -0.97484
C 5.80345 4.20942 3.73977
C 5.64158 4.46846 2.43787
C 5.70999 5.86343 1.89469
O 5.57690 6.02910 0.69813
C 5.93305 6.95644 2.83426
C 6.09051 6.69774 4.13651
C 6.04902 5.30090 4.67513
O 6.21750 5.13174 5.86717
O 6.29521 7.66160 5.03581
O 5.41129 3.51196 1.53925
H 5.75863 3.20678 4.14104
H 5.96417 7.96025 2.43499
H 6.37777 7.20778 5.89496
H 5.32394 3.97278 0.68066
C -1.90967 -3.77436 0.45754
C -1.71209 -5.09527 0.42568
C -1.49581 -5.82753 -0.86121
O -1.30195 -7.02879 -0.82715
C -1.53029 -5.06511 -2.10264
C -1.73018 -3.74324 -2.07357
C -1.92173 -3.00716 -0.78408
O -2.08201 -1.80347 -0.81658
O -1.77082 -3.00221 -3.18171
O -1.69312 -5.83839 1.53573
H -2.06413 -3.23403 1.38144
H -1.38976 -5.61079 -3.02474
H -1.92305 -2.08521 -2.88447
H -1.53158 -6.75419 1.23904
C -0.12537 0.75316 6.57537
C -0.19110 0.19379 5.36271
C -1.44441 -0.45377 4.85861
O -1.44527 -0.92816 3.73876
C -2.60479 -0.48634 5.74074
C -2.53847 0.06998 6.95525
C -1.29302 0.74032 7.44920
O -1.30352 1.24240 8.55546
O -3.56978 0.06505 7.79858
O 0.84666 0.17671 4.52604
H 0.77293 1.22487 6.94780
H -3.49908 -0.96983 5.37342
H -3.26017 0.53013 8.59823
H 0.53045 -0.28211 3.72509
C -0.93814 -7.38097 7.58234
C -0.66208 -8.35071 6.70400
C -0.55807 -8.07785 5.23494
O -0.28652 -8.99862 4.48899
C -0.79323 -6.71645 4.77034
C -1.07252 -5.74714 5.64756
C -1.15093 -6.01433 7.11868
O -1.39107 -5.08650 7.86654
O -1.29690 -4.48694 5.27224
O -0.46131 -9.61525 7.07672
H -1.01332 -7.56602 8.64447
H -0.73256 -6.53313 3.70757
H -1.47088 -3.99427 6.09558
H -0.27924 -10.10752 6.25476
C -2.15003 -8.82782 -3.70432
C -2.46381 -8.14754 -4.81051
C -2.69543 -8.83112 -6.12099
O -2.99628 -8.15513 -7.08573
C -2.54415 -10.28114 -6.17526
C -2.22731 -10.96366 -5.06969
C -2.02106 -10.28080 -3.75251
O -1.75254 -10.95948 -2.78160
O -2.07626 -12.28864 -5.06803
O -2.59288 -6.81562 -4.81357
H -1.98188 -8.34281 -2.75109
H -2.69739 -10.76408 -7.12989
H -1.85253 -12.52745 -4.14925
H -2.82627 -6.57296 -5.72892
```